Formula: C33H37Cl2MnNP2
Source: the OMol25 dataset
Level of theory: ωB97M-V/def2-TZVPD

Element x y z (Å)
Mn -0.188575 -0.149257 0.468351
C -0.542362 1.872693 -2.897224
C 0.515611 0.762974 -2.934432
P 0.276626 -0.658985 -1.848005
C 1.768801 -1.622920 -1.821231
C 1.666690 -2.985362 -1.498027
C 2.797509 -3.784666 -1.516331
C 4.030903 -3.231044 -1.843022
C 4.136477 -1.879519 -2.153799
C 3.015538 -1.066574 -2.126787
C -1.022316 -1.696934 -2.488316
C -1.954309 -2.308862 -1.650480
C -2.843168 -3.247368 -2.154467
C -2.807556 -3.561958 -3.511234
C -1.896439 -2.936255 -4.357361
C -0.995180 -2.016313 -3.848530
C -0.719858 2.500878 -1.505947
P -1.768712 1.489001 -0.420993
C -3.320072 1.271402 -1.268187
C -3.877946 0.034054 -1.569390
C -5.089580 -0.019324 -2.244177
C -5.731892 1.151839 -2.608980
C -5.173295 2.389517 -2.296709
C -3.969910 2.457527 -1.621999
C -2.059316 2.431019 1.081576
C -3.322787 2.400227 1.684252
C -3.538918 3.115516 2.854317
C -2.504652 3.840342 3.434724
C -1.242102 3.858321 2.851580
C -1.010870 3.147790 1.682383
H -1.492511 1.506384 -3.290553
H -0.216112 2.656426 -3.578333
H 1.491819 1.175362 -2.696992
H 0.587227 0.321175 -3.927162
H 0.703917 -3.432535 -1.279982
H 2.716120 -4.841253 -1.296140
H 4.915102 -3.855855 -1.853114
H 5.096271 -1.459795 -2.427645
H 3.127597 -0.015323 -2.362539
H -2.021740 -2.058673 -0.604638
H -3.560005 -3.730811 -1.500095
H -3.496157 -4.298386 -3.912360
H -1.880721 -3.173303 -5.416345
H -0.269430 -1.560373 -4.517726
H -1.201774 3.474094 -1.561504
H 0.251069 2.645816 -1.028727
H -3.385775 -0.888586 -1.281451
H -5.531304 -0.979611 -2.480721
H -6.681258 1.108176 -3.131065
H -5.680104 3.303663 -2.576854
H -3.565147 3.427512 -1.359302
H -4.138173 1.846138 1.231778
H -4.521738 3.112120 3.311336
H -2.685101 4.401859 4.345091
H -0.446176 4.439376 3.304624
H -0.028410 3.183466 1.225566
Cl -1.001291 -0.068881 2.699510
C -0.360464 -1.741996 3.024529
Cl 0.495763 -2.268248 1.519180
H -1.188940 -2.408906 3.210545
H 0.346188 -1.706188 3.841249
C 4.950484 1.638341 0.073687
C 3.942114 2.106397 1.141825
C 4.424215 1.734838 2.556938
C 3.680852 3.625235 1.031606
C 2.647892 1.405636 0.895077
N 1.668101 0.836401 0.709155
H 5.916718 2.084253 0.313301
H 4.659070 1.970100 -0.925055
H 5.066249 0.551830 0.073620
H 5.360920 2.263466 2.736758
H 4.613476 0.663611 2.649371
H 3.705929 2.041245 3.319274
H 4.630587 4.141512 1.181143
H 2.984756 3.971427 1.799353
H 3.299423 3.897937 0.044513

Cartesian forces (eV/Å) of the 3 atoms listed first:
Mn 0.4 0.5 -0.6
C 0.0 -0.1 0.1
C 0.0 0.2 0.2

ΔE to the lowest compared entry with this formula, charge and spin, kJ/mol: 0.0
Multiplicity: 5
Total charge: +3
HOMO (spin up / spin down), eV: -16.990 / -17.040
Electronic energy, a.u.: -4087.62690
M, g/mol: 635.46
Lowest unoccupied orbital energy (spin up / spin down), eV: -11.28 / -9.42

Formula: C33H37ClLaO2Si2
Source: the OMol25 dataset
Level of theory: ωB97M-V/def2-TZVPD

Element x y z (Å)
C 2.150023 1.187576 4.124721
C 2.613642 0.470278 2.985713
C 2.242093 1.198292 1.815053
H 3.231450 -0.435771 2.998153
C 1.522892 2.362217 2.234180
C 1.464121 2.356914 3.662578
H 1.086511 3.168891 4.297527
H 2.385221 0.961007 5.169189
H 2.557702 0.998188 0.793313
H 1.180010 3.165170 1.570180
La -0.214767 0.383846 2.908016
Si -1.568768 -0.116675 -0.552234
C -0.933001 -1.693903 0.242581
C -1.710991 -2.858130 0.271386
H -2.701646 -2.838092 -0.186827
C -1.216007 -4.035581 0.823009
H -1.855271 -4.927736 0.852618
C 0.099398 -4.070178 1.311166
H 0.498966 -4.996153 1.726169
C 0.891526 -2.924659 1.304481
H 1.927565 -2.924871 1.684307
C 0.342838 -1.737427 0.832752
H 0.967122 -0.835461 0.824840
C 0.009533 0.724947 -1.377310
C 1.446120 0.194644 -1.442562
H 1.819450 -0.545486 -0.742638
C 2.452441 0.996680 -2.118948
H 3.425737 0.530753 -2.310099
C 2.182805 2.315327 -2.417719
H 2.931087 2.916003 -2.939539
C 0.990911 2.910870 -1.974435
H 0.892381 3.996585 -2.088910
C -0.027839 2.166452 -1.398384
H -0.874564 2.690298 -0.945567
H -1.346654 0.849410 0.608607
Si 0.553567 -0.477212 -2.870715
C 0.378166 0.308002 -4.522971
C 0.997803 -0.257967 -5.656111
H 1.489500 -1.233751 -5.556898
C 0.967949 0.412098 -6.889205
H 1.428923 -0.047876 -7.766509
C 0.355658 1.667422 -6.994867
H 0.396242 2.227763 -7.933668
C -0.308961 2.209993 -5.889456
H -0.815703 3.175652 -5.964113
C -0.339446 1.508486 -4.680268
H -0.910458 1.902055 -3.837308
C 0.119382 -2.337664 -2.821032
C 1.144969 -3.275940 -2.599329
H 2.166592 -2.920745 -2.420546
C 0.877770 -4.649796 -2.632415
H 1.693724 -5.356500 -2.480041
C -0.421654 -5.114509 -2.834742
H -0.629664 -6.188036 -2.836867
C -1.453479 -4.191168 -3.006149
H -2.477846 -4.539442 -3.118531
C -1.186581 -2.820880 -3.022862
H -2.008189 -2.105065 -3.175542
H -3.045564 -0.168345 -0.529825
Cl -2.746612 -0.447031 2.696073
C -0.166216 0.405630 6.438395
O -0.919382 0.703328 5.239543
C -2.247637 1.282890 5.413474
C -2.497659 2.421965 4.428010
O -1.495302 2.449928 3.377137
C -1.616572 3.549533 2.455997
H 0.469843 -0.459653 6.226411
H -0.852427 0.164270 7.263631
H 0.455125 1.272971 6.700043
H -2.982969 0.489538 5.221081
H -2.351017 1.661120 6.440105
H -3.479756 2.294660 3.957890
H -2.468883 3.386090 4.962013
H -0.869168 4.317265 2.719066
H -1.443574 3.192075 1.436972
H -2.622531 3.984623 2.518755

Cartesian forces (eV/Å) of the 3 atoms listed first:
C 0.0 0.5 -0.3
C 0.0 0.2 -0.2
C 0.0 0.5 0.7

ΔE to the lowest compared entry with this formula, charge and spin, kJ/mol: 5.3
Total charge: +1
HOMO, eV: -8.956
Electronic energy, a.u.: -2500.68540
M, g/mol: 696.19
Lowest unoccupied orbital energy, eV: -2.67

Among the records above, which one has the highest electronic energy? C33H37ClLaO2Si2